110
Properties=species:S:1:pos:R:3:forces:R:3:mulliken_charge:R:1 method="wB97M-V/def2-TZVPD" charge=-1 multiplicity=1 fmax_ev_per_a=1.09 homo_lumo_gap_ha=0.1246 e_tot_ha=-4398.1735
C -2.21499 1.64298 0.94413 0.1 0.5 0.7 -0.86
C -2.47463 0.58978 2.00509 -0.2 -0.4 -0.2 -0.19
O -1.32176 -0.09429 2.46178 -0.1 0.1 -0.2 -0.36
C -0.38140 0.70943 3.13604 0.6 0.1 0.3 -0.31
C 1.07440 0.50060 2.66398 -0.3 -0.2 0.0 -1.23
C 1.29432 -0.74238 1.81087 0.0 0.2 -0.6 -0.74
C 0.90233 -0.55042 0.32597 0.1 -0.1 0.9 0.21
C 1.78413 -1.31174 -0.69739 -0.9 0.6 0.0 0.56
C 1.16201 -2.49250 -1.40041 0.8 -0.5 0.1 -0.48
C 0.65544 -3.49454 -0.35833 0.1 0.4 -0.7 -0.95
Br -0.49017 -1.79520 -2.37085 -0.3 0.3 -0.2 -0.44
H -1.38582 1.36156 0.31256 0.1 -0.3 -0.4 0.00
H -3.11793 1.80956 0.37339 -0.2 0.0 -0.3 0.49
H -1.96654 2.59762 1.40092 0.1 0.2 0.0 0.34
H -3.04705 0.99417 2.84158 0.0 0.2 0.2 0.08
H -3.10923 -0.16939 1.56009 0.0 -0.4 0.0 0.37
H -0.61800 1.76834 3.05817 -0.2 0.2 -0.1 0.30
H -0.41487 0.47075 4.20173 -0.2 -0.1 0.2 0.29
H 1.40098 1.36914 2.10197 0.1 0.2 -0.2 0.37
H 1.70934 0.44736 3.54695 0.0 0.1 0.2 0.42
H 0.73662 -1.56790 2.23262 -0.1 -0.4 0.1 0.23
H 2.34655 -1.01530 1.83418 0.3 0.0 0.2 0.55
H -0.13132 -0.85146 0.23540 -0.3 -0.1 -0.3 0.22
H 0.91449 0.52464 0.15490 0.1 0.3 -0.2 0.43
H 2.14014 -0.59495 -1.42926 0.3 0.1 -0.2 -0.74
H 2.65229 -1.69448 -0.16508 0.3 -0.1 0.0 -0.03
H -0.38528 -3.32431 -0.07214 -0.2 -0.1 0.3 0.17
H 0.77249 -4.50038 -0.74297 -0.3 -0.4 0.1 0.32
H 1.27986 -3.39945 0.52755 0.1 -0.1 0.3 0.16
C -3.84142 0.32678 6.76802 0.0 0.0 0.0 -1.08
C -3.29595 1.45365 5.91030 -0.2 0.0 0.1 0.28
O -4.32789 2.07523 5.14649 0.0 0.0 0.0 -0.52
H -4.32935 -0.42061 6.14225 0.0 0.0 0.0 0.29
H -3.04449 -0.15708 7.33479 0.0 0.0 0.0 0.32
H -4.58671 0.70357 7.47381 0.0 0.0 0.0 0.34
H -2.56890 1.07020 5.19703 0.0 0.0 -0.1 -0.20
H -2.79919 2.20720 6.53149 0.1 -0.1 0.0 0.29
H -4.97687 2.43163 5.76284 0.0 0.0 -0.1 0.29
C -0.32451 3.70055 -2.32896 0.1 -0.1 0.0 -1.03
C 0.69496 2.84750 -3.06238 -0.2 -0.1 0.0 -0.32
O 1.22143 1.81981 -2.23265 0.0 0.2 0.0 -0.38
H 0.12244 4.15092 -1.44201 0.0 0.0 0.0 0.23
H -0.70518 4.49888 -2.96739 0.0 0.0 0.0 0.35
H -1.16654 3.08821 -1.99692 0.0 0.0 -0.1 0.35
H 1.54377 3.45611 -3.37833 0.0 0.0 0.0 0.26
H 0.24653 2.39842 -3.95569 0.0 0.1 0.0 0.32
H 0.48181 1.25612 -1.96163 0.2 -0.3 -0.1 0.02
C -2.08639 -6.78545 -0.72765 0.0 0.0 0.1 -0.41
C -0.68036 -7.27598 -1.01298 -0.1 0.0 0.2 -0.61
O 0.17078 -7.08936 0.11155 0.1 -0.1 0.0 -0.49
H -2.06442 -5.72932 -0.45504 0.0 0.0 -0.1 0.18
H -2.72814 -6.91014 -1.60065 0.0 0.0 0.0 0.06
H -2.52785 -7.33428 0.10807 -0.1 -0.1 -0.1 0.27
H -0.24215 -6.70600 -1.83009 0.1 0.0 0.0 0.34
H -0.68554 -8.33598 -1.29648 -0.1 0.0 -0.1 0.36
H -0.18168 -7.59857 0.84928 0.0 0.1 -0.1 0.28
C 5.10416 1.13908 -2.57180 0.2 0.1 0.0 -0.54
C 4.40785 0.79586 -3.87718 -0.3 -0.1 0.3 -0.32
O 3.16134 0.17894 -3.63089 0.3 0.1 -0.3 -0.40
H 5.22347 0.24081 -1.96773 0.0 0.0 0.0 -0.17
H 6.09125 1.57708 -2.74593 0.0 0.0 0.0 0.41
H 4.50996 1.84565 -1.98777 0.0 0.0 0.0 0.25
H 4.99965 0.07759 -4.44592 0.0 0.0 -0.1 0.31
H 4.27892 1.69509 -4.49610 0.1 0.0 0.0 0.28
H 2.61230 0.80033 -3.12931 -0.2 -0.1 0.1 0.18
C -4.70389 -5.77020 3.59020 0.0 -0.1 0.1 -1.24
C -3.91696 -6.40709 2.46011 -0.3 0.2 -0.1 -0.12
O -4.79111 -7.11749 1.57758 0.0 -0.1 -0.1 -0.46
H -5.25342 -6.53077 4.14641 0.0 0.0 0.0 0.29
H -4.04313 -5.24004 4.27721 0.0 0.0 0.0 0.37
H -5.43323 -5.05806 3.19730 0.1 0.1 0.0 0.36
H -3.20097 -7.12984 2.84740 0.0 -0.1 -0.1 0.29
H -3.36588 -5.65039 1.89552 0.1 0.0 0.1 0.22
H -5.41565 -6.47322 1.22499 0.1 0.0 0.0 0.28
C 1.83091 7.95722 -1.42868 0.0 -0.1 0.1 -0.88
C 0.99788 7.53007 -2.62176 -0.1 0.2 0.1 -0.20
O -0.31186 7.12564 -2.23424 0.0 0.0 0.0 -0.49
H 1.90639 7.14213 -0.70760 0.0 0.0 -0.1 0.31
H 2.83704 8.24671 -1.73749 0.0 0.0 0.0 0.25
H 1.37140 8.80780 -0.92357 0.1 0.1 -0.1 0.22
H 1.44933 6.67124 -3.11688 -0.1 0.0 0.0 0.27
H 0.92798 8.34644 -3.34939 0.1 0.0 0.0 0.25
H -0.73764 7.87544 -1.80411 0.0 -0.1 0.0 0.27
C 5.59003 -2.06053 -0.39654 0.1 0.0 0.0 -1.00
C 7.05742 -2.27018 -0.71134 -0.1 -0.1 0.2 -0.44
O 7.88814 -2.08707 0.43936 0.1 0.0 0.0 -0.54
H 5.42456 -1.05974 0.00342 0.0 0.0 0.0 0.26
H 4.97170 -2.18726 -1.28675 -0.1 0.0 0.0 0.32
H 5.25074 -2.77327 0.35913 0.0 -0.1 -0.1 0.51
H 7.39827 -1.54769 -1.45179 0.1 0.0 0.0 0.27
H 7.22065 -3.27430 -1.11746 0.0 0.0 -0.1 0.28
H 7.60278 -2.72430 1.10320 0.0 0.1 0.0 0.30
C -5.56494 -7.74780 -2.84833 0.0 0.0 0.0 -0.35
C -6.92136 -7.71743 -2.17114 0.2 0.0 0.2 -0.32
O -6.94794 -8.54927 -1.01305 -0.1 0.1 -0.1 -0.52
H -5.30499 -8.76713 -3.13549 0.0 0.0 0.0 0.28
H -5.55296 -7.11795 -3.73931 0.0 0.0 0.0 0.33
H -4.79082 -7.39227 -2.16704 0.0 0.1 0.0 -0.20
H -7.69485 -8.09033 -2.84119 -0.1 0.0 0.1 0.29
H -7.18351 -6.69151 -1.88849 0.0 0.0 -0.1 0.25
H -6.27485 -8.21664 -0.40742 0.0 -0.2 0.0 0.29
C 4.06844 12.12324 -0.87685 0.0 -0.1 0.0 -1.02
C 3.19031 11.69718 -2.03885 -0.1 0.2 0.1 -0.24
O 1.88084 11.33541 -1.60905 0.0 0.0 0.0 -0.47
H 4.13827 11.32153 -0.14143 0.0 0.0 0.0 0.27
H 5.07384 12.37605 -1.21647 0.0 0.0 0.0 0.33
H 3.64604 12.99630 -0.37341 0.0 0.0 0.0 0.32
H 3.60536 10.81708 -2.52705 -0.1 0.0 0.0 0.27
H 3.12334 12.49809 -2.78305 0.1 0.0 0.0 0.29
H 1.48477 12.10455 -1.18449 0.0 -0.1 0.0 0.27